# 1
Molecular formula: C44H58FeN4P2S3Si
Method: DFT, the ωB97M-V functional and the def2-TZVPD basis

Atoms and positions in Å:
1 Fe -1.376 -0.056 -1.716
2 C 6.980 3.756 -1.437
3 S 5.570 2.613 -1.285
4 C 4.403 3.738 -0.399
5 C 3.043 3.055 -0.198
6 C 2.299 2.779 -1.521
7 N 0.979 2.003 -1.545
8 P -0.590 2.497 -1.132
9 C -0.782 4.156 -2.129
10 C -0.030 5.320 -1.977
11 C -0.246 6.400 -2.817
12 C -1.244 6.406 -3.776
13 C -1.920 5.185 -3.963
14 C -1.800 4.090 -3.082
15 C -0.522 3.028 0.634
16 C -1.439 3.964 1.073
17 C -1.501 4.267 2.415
18 C -0.715 3.592 3.350
19 C 0.225 2.707 2.857
20 C 0.328 2.397 1.518
21 P 1.027 0.390 -2.035
22 C 2.406 -0.369 -1.058
23 C 1.951 -0.850 0.153
24 C 2.849 -1.457 1.055
25 C 4.178 -1.604 0.629
26 C 4.614 -1.117 -0.596
27 C 3.726 -0.470 -1.452
28 C 1.617 0.258 -3.734
29 C 1.907 -1.031 -4.089
30 C 2.126 -1.338 -5.450
31 C 2.074 -0.357 -6.445
32 C 1.857 0.964 -6.022
33 C 1.693 1.286 -4.652
34 H 7.830 3.123 -1.727
35 H 7.268 4.246 -0.466
36 H 6.774 4.543 -2.212
37 H 4.299 4.660 -1.053
38 H 4.855 4.029 0.509
39 H 2.405 3.631 0.443
40 H 3.208 2.089 0.255
41 H 2.987 2.261 -2.201
42 H 2.072 3.689 -2.004
43 H 0.755 5.334 -1.210
44 H 0.343 7.288 -2.585
45 H -1.354 7.340 -4.320
46 H -2.579 5.079 -4.786
47 H -2.417 3.262 -3.233
48 H -2.051 4.580 0.424
49 H -2.200 5.047 2.769
50 H -0.838 3.825 4.405
51 H 0.838 2.211 3.589
52 H 1.144 1.794 1.108
53 H 0.861 -0.642 0.458
54 H 2.559 -1.807 2.027
55 H 4.916 -2.133 1.175
56 H 5.617 -1.200 -0.910
57 H 4.079 -0.130 -2.463
58 H 1.893 -1.867 -3.435
59 H 2.259 -2.365 -5.760
60 H 2.107 -0.615 -7.481
61 H 1.819 1.755 -6.821
62 H 1.369 2.302 -4.426
63 C -3.064 -3.920 5.805
64 C -1.688 -4.285 5.351
65 C -1.271 -5.382 4.618
66 C 0.091 -5.363 4.234
67 N 0.906 -4.342 4.340
68 C 0.470 -3.211 5.004
69 S 1.458 -1.857 5.187
70 N -0.802 -3.270 5.607
71 C 0.535 -6.580 3.537
72 H -3.728 -4.612 5.341
73 H -3.303 -2.779 5.601
74 H -3.241 -4.178 6.839
75 H -1.915 -6.173 4.386
76 H -1.036 -2.453 6.193
77 H 0.402 -7.448 4.185
78 H 1.567 -6.433 3.166
79 H -0.100 -6.756 2.654
80 S -2.894 1.542 -5.895
81 C -2.408 0.882 -4.487
82 N -2.108 0.528 -3.397
83 C -4.322 -1.898 -1.100
84 Si -2.658 -1.523 -0.230
85 C -3.112 -0.558 1.289
86 C -1.846 0.024 2.019
87 C -3.867 -1.421 2.298
88 C -3.985 0.619 0.854
89 C -1.789 -3.248 0.171
90 C -2.718 -4.452 0.233
91 C -0.987 -3.231 1.513
92 C -0.826 -3.464 -1.008
93 H -5.056 -2.514 -0.633
94 H -4.079 -2.510 -1.990
95 H -4.895 -1.021 -1.618
96 H -1.446 -0.568 2.796
97 H -2.057 1.023 2.400
98 H -0.984 0.112 1.365
99 H -3.242 -2.055 2.969
100 H -4.568 -2.057 1.763
101 H -4.580 -0.912 2.960
102 H -3.385 1.364 0.258
103 H -4.428 1.148 1.735
104 H -4.829 0.269 0.291
105 H -3.485 -4.284 1.026
106 H -2.167 -5.341 0.445
107 H -3.235 -4.573 -0.752
108 H -1.572 -3.117 2.422
109 H -0.154 -2.497 1.590
110 H -0.446 -4.203 1.488
111 H -1.414 -3.529 -1.929
112 H -0.204 -4.361 -0.965
113 H -0.043 -2.660 -1.172

Computed properties:
F_max   0.0645 Eh/bohr
Net charge   0
HOMO energy (alpha / beta)   -7.20 / -7.69 eV
E   -145877.641 eV
Molar mass   885.06 g/mol
2S+1   5
Energy relative to the best compared isomer or geometry (same formula, charge and spin)   0.334 eV

Atomic partial charges in e from the Löwdin method, atoms 1 to 2:
1 Fe 0.439
2 C -0.431

# 2
Molecular formula: C44H58IN5O8PSSiTeTl
Method: DFT, the ωB97M-V functional and the def2-TZVPD basis

Atoms and positions in Å:
1 Tl 0.715 0.250 0.095
2 C -0.744 -0.265 -1.819
3 Si 0.158 -0.343 -3.371
4 C 1.402 1.084 -3.590
5 N 2.466 1.318 -2.621
6 C 3.388 0.201 -2.502
7 C 4.471 0.479 -1.468
8 C 5.249 1.733 -1.841
9 C 4.269 2.892 -1.972
10 C 3.168 2.548 -2.961
11 C -0.877 -0.082 -4.966
12 C -1.464 1.161 -5.232
13 C -2.277 1.365 -6.338
14 C -2.536 0.319 -7.215
15 C -1.974 -0.925 -6.970
16 C -1.158 -1.117 -5.861
17 C 0.993 -2.026 -3.657
18 C 0.531 -3.161 -2.983
19 C 1.093 -4.414 -3.201
20 C 2.127 -4.563 -4.114
21 C 2.599 -3.451 -4.802
22 C 2.039 -2.203 -4.568
23 H -1.202 -1.198 -1.484
24 H -1.467 0.552 -1.783
25 H 0.737 1.956 -3.535
26 H 1.804 1.074 -4.624
27 H 3.872 -0.013 -3.478
28 H 2.823 -0.691 -2.225
29 H 5.127 -0.390 -1.383
30 H 3.987 0.629 -0.498
31 H 5.757 1.569 -2.800
32 H 6.020 1.954 -1.099
33 H 4.775 3.804 -2.302
34 H 3.821 3.098 -0.999
35 H 3.603 2.456 -3.980
36 H 2.430 3.352 -3.000
37 H -1.299 1.990 -4.551
38 H -2.718 2.340 -6.511
39 H -3.176 0.472 -8.076
40 H -2.173 -1.753 -7.643
41 H -0.729 -2.099 -5.692
42 H -0.264 -3.061 -2.253
43 H 0.728 -5.267 -2.642
44 H 2.571 -5.538 -4.281
45 H 3.409 -3.556 -5.515
46 H 2.418 -1.346 -5.116
47 O 2.820 3.801 1.808
48 C 2.366 4.654 2.543
49 C 1.052 4.709 3.160
50 C 0.828 5.779 4.017
51 C -0.376 5.936 4.671
52 C -1.426 5.007 4.458
53 C -1.244 3.957 3.620
54 C 0.012 3.720 2.930
55 O 0.146 2.710 2.205
56 N -0.558 7.036 5.565
57 O -1.631 7.145 6.152
58 O 0.361 7.839 5.722
59 H 3.006 5.524 2.823
60 H 1.614 6.507 4.182
61 H -2.365 5.155 4.972
62 H -2.025 3.229 3.430
63 O 2.376 1.405 3.475
64 H 2.983 1.203 2.753
65 H 1.580 1.730 2.985
66 I -0.643 -4.255 0.883
67 O -0.320 3.104 -0.775
68 H 0.367 3.162 -0.094
69 H -1.086 2.778 -0.279
70 S 4.228 -2.627 2.342
71 C 2.765 -2.053 1.571
72 N 2.669 -2.288 0.316
73 C 3.771 -2.980 -0.149
74 C 3.944 -3.395 -1.470
75 C 5.105 -4.058 -1.805
76 C 6.092 -4.315 -0.843
77 C 5.928 -3.919 0.471
78 C 4.754 -3.251 0.812
79 H 1.991 -1.536 2.135
80 H 3.169 -3.189 -2.199
81 H 5.255 -4.385 -2.826
82 H 6.998 -4.834 -1.132
83 H 6.692 -4.122 1.211
84 N 1.527 -0.141 5.502
85 C 1.052 -1.526 5.169
86 P -0.443 -1.036 4.151
87 O -1.074 -0.068 5.110
88 O 0.142 -0.627 2.849
89 C -1.516 -2.501 3.941
90 N -2.287 -2.363 2.692
91 H 1.884 0.377 4.631
92 H 2.217 -0.098 6.242
93 H 0.642 0.352 5.760
94 H 0.808 -2.045 6.095
95 H 1.823 -2.055 4.612
96 H -2.152 -2.572 4.823
97 H -0.913 -3.411 3.849
98 H -1.728 -3.030 1.912
99 H -2.336 -1.384 2.312
100 H -3.231 -2.725 2.773
101 C -8.907 -1.633 0.933
102 C -7.518 -1.064 1.068
103 C -6.787 -0.668 -0.043
104 C -5.504 -0.138 0.067
105 C -4.778 0.254 -1.190
106 C -4.904 0.018 1.333
107 Te -2.924 0.802 1.498
108 C -5.639 -0.390 2.463
109 C -5.096 -0.301 3.870
110 C -6.921 -0.916 2.310
111 H -9.215 -1.663 -0.113
112 H -9.640 -1.035 1.480
113 H -8.964 -2.652 1.326
114 H -7.225 -0.776 -1.032
115 H -5.397 0.071 -2.071
116 H -3.840 -0.297 -1.289
117 H -4.494 1.308 -1.162
118 H -4.170 0.269 3.910
119 H -4.888 -1.300 4.269
120 H -5.828 0.165 4.534
121 H -7.467 -1.217 3.202

Computed properties:
F_max   0.0346 Eh/bohr
Net charge   -2
HOMO energy   -1.76 eV
E   -118492.559 eV
Molar mass   1334.99 g/mol
Energy relative to the best compared isomer or geometry (same formula, charge and spin)   0.000 eV

Atomic partial charges in e from the Löwdin method, atoms 1 to 2:
1 Tl 0.752
2 C -0.411

- Among the records above, which one has the lowest net charge?
  C44H58IN5O8PSSiTeTl

- Which of these has the lowest net charge?
  C44H58IN5O8PSSiTeTl